Entry 1:
43
Properties=species:S:1:pos:R:3 method="wB97M-V/def2-TZVPD" lumo_ha="-0.159 / -0.164" charge=+1 gap_ha="0.256 / 0.259" energy_ha=-1939.316365 e_homo_ev="-11.3 / -11.5"
Pd -0.3250 -0.5443 -0.1519
S 0.2587 -0.6560 2.1684
F -5.6478 3.0343 2.4871
F -4.0545 4.4064 3.0392
F -4.5171 2.7080 4.3148
O -1.3426 0.0923 -1.2068
N -1.6126 0.6065 0.8502
N 0.9204 0.9401 -0.5399
N 2.2814 2.6040 -0.9087
N 2.3710 1.8778 -2.0371
N 1.2338 -1.7272 0.0581
N 0.2906 -1.0740 -2.0126
N 1.3456 -1.5368 -4.6141
C 3.1378 -3.2169 0.0110
C 2.3714 -2.3120 2.0962
C 1.1841 -0.2427 -2.5996
C -3.4159 2.2302 2.2556
C 0.4521 -2.3701 -4.0296
C 3.2662 -3.1130 1.3908
C -2.7125 0.0921 1.4387
C 1.5234 0.8724 -1.7666
C -0.0620 -2.1435 -2.7606
C -3.6314 0.8517 2.1428
C 2.1136 -2.5096 -0.6005
C -1.4197 1.9368 0.9683
C 1.4175 2.0394 -0.0252
C -2.2804 2.7799 1.6512
C 1.7018 -0.4613 -3.8651
C -4.3931 3.0875 3.0131
C 1.3847 -1.6488 1.3842
H -2.8394 -0.9811 1.3256
H 2.8272 3.4532 -0.8162
H 1.1961 2.4581 0.9458
H -4.4984 0.3782 2.5945
H 2.4166 0.2178 -4.3162
H -0.5256 2.3197 0.4836
H -0.7767 -2.8222 -2.3093
H 2.4446 -2.2099 3.1728
H 3.8128 -3.8287 -0.5723
H 0.1561 -3.2345 -4.6134
H 1.9641 -2.5518 -1.6736
H 4.0492 -3.6448 1.9185
H -2.0662 3.8431 1.7087

Entry 2:
47
Properties=species:S:1:pos:R:3 method="wB97M-V/def2-TZVPD" lumo_ha="0.086 / 0.024" multiplicity=6 charge=-1 gap_ha="0.246 / 0.229" energy_ha=-2172.952544 e_homo_ev="-4.4 / -5.6" s_squared=8.772 de_lowest_ev=0.000
Ir 0.0416 0.3692 0.3212
Te 2.3031 0.4241 -0.9145
F 0.5467 -2.3759 1.1561
F -0.7214 -5.0270 -3.3892
F -1.6837 -2.6095 -3.0447
F 1.5528 -4.8024 0.7192
O 3.0309 6.7826 4.4446
O 0.3007 1.2982 4.4434
O 0.2886 0.5545 2.3694
O 1.8839 6.2183 -0.2538
O 2.3840 5.2751 5.8355
O 2.4637 4.2674 -0.9449
O 0.8764 2.5741 0.4292
N 2.0891 5.0246 -0.0717
N -1.6928 1.6637 -0.6699
N 2.5279 5.6960 4.6996
N -1.0939 -1.1112 -0.6013
C -2.0547 2.8210 0.1453
C -0.6231 -2.3535 -0.9024
C 2.1081 4.8624 3.5965
C 1.8768 4.5113 1.2743
C -0.3984 -4.3802 -2.2531
C 0.2396 -2.9993 0.0103
C 0.7521 -4.2577 -0.2122
C 1.5620 3.6065 3.8423
C -1.3805 2.0795 -2.0361
C -2.3340 -0.6673 -1.2235
C 0.5611 1.4551 3.2606
C 0.4455 -4.9871 -1.3462
C 1.1534 2.7799 2.8179
C -0.9120 -3.1141 -2.0554
C 2.2584 5.3344 2.3034
C -2.7628 0.6546 -0.6100
C 1.2841 3.2065 1.4499
H -3.1418 -1.3942 -1.0712
H -2.2519 2.5506 -2.5127
H -3.0033 3.2558 -0.1980
H -3.0009 0.5059 0.4457
H -1.2636 3.5641 0.0792
H 1.4339 3.2538 4.8547
H 0.8490 -5.9729 -1.5151
H -1.0668 1.2222 -2.6274
H -2.2334 -0.5422 -2.3046
H -2.1563 2.5157 1.1868
H 2.6666 6.3125 2.1047
H -0.5555 2.7894 -1.9975
H -3.6660 1.0263 -1.1162

Entry 3:
45
Properties=species:S:1:pos:R:3 method="wB97M-V/def2-TZVPD" lumo_ha=-0.017 smiles="Cc1ccc(-c2nc(C(=O)NCC(O)(C(F)(F)F)C(F)(F)F)c(N)cc2C(F)(F)F)cn1" charge=0 gap_ha=0.295 energy_ha=-1924.004498 e_homo_ev=-8.5 de_lowest_ev=0.000
F -2.6485 3.8360 1.7595
F 4.0658 0.4798 -2.4262
F 4.7214 -2.0256 -2.9461
F 6.0252 -1.6872 -1.1707
F 4.6642 -3.4328 -1.2766
F -3.1783 2.5942 3.5266
F 2.8351 0.9989 -0.7158
F 5.0304 0.6565 -0.4585
F -1.8392 4.3747 3.6489
O 2.3738 -1.7285 -1.4514
O 3.4706 0.0048 2.9501
N 0.2526 0.7302 1.5739
N 2.4303 -1.0262 1.2567
N -1.8745 1.0964 -1.8703
N 1.9978 1.5608 4.7188
C -3.1869 0.8787 -1.7972
C 4.7876 -2.1236 -1.5650
C -1.7220 1.3304 0.5219
C 3.9018 0.2370 -1.1061
C 3.5875 -1.6456 0.6228
C -2.1578 3.3038 2.9165
C 3.6362 -1.3030 -0.8682
C -3.1091 1.0860 0.6450
C -3.9387 0.5703 -3.0733
C -3.8296 0.9093 -0.5398
C -1.1510 1.3285 -0.7601
C 1.1139 1.5794 3.6543
C 2.4539 -0.0917 2.2623
C -0.9904 2.4103 2.7504
C -0.0134 2.3694 3.7781
C 1.2511 0.7498 2.4925
C -0.8141 1.5335 1.6483
H 2.9043 1.0806 4.5459
H -0.1375 2.9607 4.6373
H -3.5482 1.0222 1.6295
H 4.5250 -1.3069 1.1012
H -3.9005 -0.4900 -3.2853
H -4.9412 0.8167 -2.9757
H 3.5551 -2.7332 0.7819
H 2.2885 -1.4925 -2.3913
H 1.8080 2.0361 5.6088
H -0.1028 1.5216 -0.8601
H -4.8952 0.7207 -0.5051
H 1.5777 -1.0375 0.7212
H -3.4657 1.1603 -3.8968

Entry 4:
39
Properties=species:S:1:pos:R:3 method="wB97M-V/def2-TZVPD" lumo_ha="0.078 / 0.074" charge=-1 gap_ha="0.244 / 0.244" energy_ha=-2636.290557 e_homo_ev="-4.5 / -4.6" de_lowest_ev=3.138
Pd 1.0182 -2.8036 0.5464
S 1.9952 -4.7786 1.4345
S 0.9677 -1.0698 -1.0985
S 0.1137 -6.6939 2.7039
S -0.8452 -4.3589 1.1503
O 2.0903 -1.8671 -1.5496
O -0.3325 -1.7356 -1.1049
N 0.5152 -1.6573 2.7113
N 1.3198 -0.5534 0.3633
C -1.4074 -0.4652 4.3388
C -0.2362 1.2688 0.6920
C 0.2789 2.5080 -3.8743
C 0.0255 3.7356 -4.7003
C -0.8778 -1.6876 4.6503
C -1.5510 1.4068 2.7078
C 0.3692 0.0910 1.0976
C 1.7249 1.3055 -2.3574
C -1.1731 1.9172 1.4931
C -0.6558 1.4853 -3.7749
C 0.7710 0.3088 -2.2503
C -0.9997 0.1902 3.1566
C -0.4104 0.3894 -2.9636
C 1.4728 2.4010 -3.1632
C 0.0936 -2.2442 3.8047
C -0.0280 -0.4694 2.3573
C 0.4017 -5.3315 1.8048
H -1.2037 -2.2343 5.5218
H -2.2964 1.9057 3.3102
H -1.1259 -0.4115 -2.8560
H 0.0268 1.6812 -0.2695
H 2.6453 1.2175 -1.8001
H 0.5472 -3.1959 4.0461
H -0.9299 3.6805 -5.2185
H -2.1341 0.0057 4.9879
H -1.6141 2.8357 1.1317
H -1.5949 1.5488 -4.3076
H 0.8177 3.8577 -5.4385
H 2.1971 3.2013 -3.2259
H 0.0243 4.6163 -4.0573

Entry 5:
47
Properties=species:S:1:pos:R:3 method="wB97M-V/def2-TZVPD" lumo_ha="0.017 / 0.007" charge=-1 gap_ha="0.156 / 0.145" energy_ha=-3844.005349 e_homo_ev="-3.8 / -3.8" de_lowest_ev=4.916
Sb -1.7471 -1.7268 2.6793
Mo 0.1859 -0.1487 0.4227
S -3.4107 -0.9729 -0.5163
S -3.9219 1.8955 0.0386
S -0.6442 -1.8989 -0.9822
S 0.2213 -0.1145 2.7427
S -3.5054 -0.3915 3.3410
S -1.2826 -3.2282 4.3684
O 0.7239 1.7796 0.7006
O -1.9808 4.8991 -0.0844
O 2.9924 1.0206 -0.6879
O 3.0764 -1.0714 0.1693
N 0.8021 -3.1951 1.0035
N -1.3053 2.2829 -0.1348
N -1.4789 0.9251 -0.1532
C -5.1700 -0.4352 -0.4518
C 0.3840 -2.1830 0.4350
C -0.6593 5.1017 0.0369
C 6.6376 0.8237 -0.3308
C 4.2900 0.6898 -0.4829
C -0.1175 2.6442 0.2908
C -5.2649 0.7451 0.4791
C 5.4380 1.4349 -0.6671
C 6.6862 -0.4699 0.1716
C -2.7556 0.6067 -0.1615
C 0.2655 4.0626 0.2328
C 5.5350 -1.2143 0.3766
C -0.1888 6.4131 -0.0307
C 2.0735 5.6631 0.2518
C 1.1596 6.6900 0.0658
C 1.6228 4.3638 0.3390
C 4.3411 -0.6099 0.0425
B 2.2235 -0.0639 -0.2610
H 0.6551 -4.1368 0.6525
H 5.5585 -2.2112 0.7865
H 5.3986 2.4453 -1.0427
H -2.1580 3.9385 -0.0422
H 1.5013 7.7128 -0.0020
H -0.9088 7.2061 -0.1494
H 3.1260 5.8829 0.3438
H 7.5601 1.3709 -0.4501
H -5.7468 -1.2832 -0.0896
H -6.2027 1.2851 0.3702
H -5.1032 0.4566 1.5232
H -5.4695 -0.1918 -1.4738
H 2.3087 3.5385 0.4735
H 7.6432 -0.9015 0.4217

Entry 6:
40
Properties=species:S:1:pos:R:3 method="wB97M-V/def2-TZVPD" lumo_ha=-0.150 charge=+1 gap_ha=0.232 energy_ha=-6731.285669 e_homo_ev=-10.4 de_lowest_ev=0.905
Sn 0.6041 -0.9336 -0.2614
Br 5.4028 -0.1851 1.1892
Br 2.9199 1.7183 5.9140
S 0.6587 1.5896 -0.6089
O -4.8391 -0.4662 0.4060
O 2.5114 -0.9198 0.5488
N 0.7203 0.6234 -3.1393
N -1.3565 0.9121 -2.2480
N 0.2518 -0.7023 2.1246
C 2.8033 0.8789 4.2476
C 0.1810 -0.0198 -4.2180
C 2.6668 -0.5211 1.7806
C 1.5847 0.1887 3.9268
C -3.9107 -0.3856 -0.2302
C 1.4811 -0.4527 2.6426
C -0.6848 -0.2997 4.3300
C -3.3930 0.5135 -3.2901
C 3.8623 -0.0607 2.2487
C 1.1278 -0.5101 -5.2429
C -2.1541 -0.8660 2.3247
C 0.4988 0.1285 4.7993
C 3.9366 0.6592 3.4499
C -1.1571 -0.0936 -4.3759
C -0.0871 1.0523 -2.0801
C -0.8446 -0.5960 2.9510
C -1.9251 0.4212 -3.3219
H 1.9800 -0.9798 -4.8007
H -1.6215 -0.1733 4.8427
H -3.8210 -0.3094 -2.6158
H -3.9216 0.2834 -4.2034
H -2.8420 -1.2816 3.0643
H -2.6556 0.1486 2.0629
H 4.9412 1.0662 3.6784
H 0.5408 -1.2143 -5.9005
H -3.8000 1.4837 -2.9407
H 0.5627 0.5328 5.7843
H -1.9907 -1.4424 1.4086
H -1.6320 -0.6162 -5.1810
H 1.7940 0.6313 -3.0562
H 1.6064 0.1975 -6.0099

Entry 7:
44
Properties=species:S:1:pos:R:3 method="wB97M-V/def2-TZVPD" lumo_ha=0.081 charge=-1 gap_ha=0.249 energy_ha=-7344.946901 e_homo_ev=-4.6 de_lowest_ev=1.049
Br -2.6636 -2.2199 0.6480
Br 0.8699 -2.5404 -2.4295
Ti 0.7268 -0.2452 -1.4224
O 0.1992 -0.9461 0.2033
O -2.5631 0.4295 1.3930
O 2.9296 0.4286 -4.5932
O 4.2697 1.5139 -0.3364
O 1.9043 -2.0968 1.0532
O 1.2666 0.5495 -3.0778
O -4.6864 0.3429 -3.4943
N 2.6561 0.0222 -1.0821
N -1.0172 0.7232 -1.7874
N 0.8614 1.6340 -0.0383
C 0.8359 -1.5734 1.1757
C -2.0636 -0.5968 1.6337
C -0.7343 -0.8976 5.1076
C 0.4944 -1.4961 4.9193
C -1.3589 -0.4234 -2.3259
C 2.1213 1.4851 0.7111
C 3.3789 -0.2542 -2.3234
C -1.8214 1.7934 -1.7828
C 0.9327 -1.7892 3.6362
C -3.4572 0.4817 -2.9248
C 0.1536 -1.4966 2.5296
C -1.5385 -0.6158 4.0152
C -3.0596 1.7046 -2.3539
C -1.1114 -0.9294 2.7307
C 2.4997 0.2762 -3.4719
C -2.6037 -0.5974 -2.9183
C 3.1585 0.9922 -0.2915
H -2.9197 -1.5419 -3.3480
H 2.4728 2.4085 1.1617
H 1.9028 -2.2412 3.4623
H -1.4813 2.7061 -1.3033
H -3.7284 2.5594 -2.3392
H 3.5296 -1.3207 -2.4613
H 4.3379 0.2518 -2.3454
H 1.9897 0.7411 1.4950
H -5.1809 1.1605 -3.3909
H 0.0539 1.7034 0.5620
H -1.0716 -0.6570 6.1093
H 1.1206 -1.7124 5.7768
H -2.5184 -0.1717 4.1441
H 0.9131 2.4554 -0.6260

Entry 8:
43
Properties=species:S:1:pos:R:3 method="wB97M-V/def2-TZVPD" lumo_ha=0.083 charge=-1 gap_ha=0.279 energy_ha=-1688.757490 e_homo_ev=-5.3 de_lowest_ev=0.042
Cd 0.2688 0.4423 0.7679
F -4.0484 0.0234 -1.8458
F -4.1064 -0.6051 3.5420
F -1.8259 0.0713 2.3562
F -6.2963 -0.5638 -0.6323
O 3.8915 0.0905 2.6938
O 4.4776 -5.1433 -0.8931
O 5.7129 -4.0725 0.6839
O 1.8699 0.8310 2.1025
N 1.6273 -1.2811 0.3346
N 0.4386 2.3501 -0.7225
N -1.6152 0.5090 -0.2963
C 1.8324 2.7289 -0.9470
C 1.4897 -2.3032 -0.5174
C -4.1169 -0.4276 2.2086
C 2.7402 -1.1962 1.0857
C -0.3463 3.4888 -0.2595
C 2.8663 -0.0118 2.0573
C 3.6192 -3.1927 0.0963
C -1.5297 1.0706 -1.6372
C 2.4583 -3.2721 -0.6626
C -5.2025 -0.3952 0.1389
C -5.2928 -0.5898 1.4989
C 3.7497 -2.1344 0.9866
C 4.7294 -4.2490 -0.0582
C -2.8215 0.1528 0.2098
C -0.1662 1.7402 -1.9072
C -2.9421 -0.0715 1.5930
C -4.0238 -0.0533 -0.4927
H 2.3525 -4.0966 -1.3540
H 2.2751 3.0536 -0.0064
H -6.2199 -0.8668 1.9787
H 0.0644 3.8611 0.6788
H 0.5686 -2.3221 -1.0879
H -2.3298 1.7948 -1.8131
H 1.9195 3.5349 -1.6876
H 4.6396 -2.0465 1.5929
H -0.3299 4.3019 -0.9985
H 0.5418 1.0022 -2.2889
H -0.2975 2.4959 -2.6939
H -1.6392 0.3083 -2.4134
H 2.3933 1.8648 -1.3021
H -1.3764 3.1783 -0.0887

Entry 9:
43
Properties=species:S:1:pos:R:3 method="wB97M-V/def2-TZVPD" lumo_ha="-0.142 / -0.230" multiplicity=2 charge=+1 gap_ha="0.308 / 0.218" energy_ha=-2862.307496 e_homo_ev="-12.2 / -12.2" s_squared=0.759 de_lowest_ev=0.643
Ir 0.2051 0.6472 -0.2259
I -0.5745 -2.2989 5.2008
Cl 1.6034 -1.2850 -0.4338
Cl 4.2999 2.4508 2.3774
S 2.0062 1.7300 0.3547
O -1.1876 -0.6224 -1.2305
O 0.6129 1.4397 -2.0398
O -1.2810 1.8865 0.1082
O -0.2335 2.7825 -3.6035
O -2.6789 3.3559 -0.7978
N -0.2123 0.0370 1.6946
N -0.6571 0.9607 2.5582
C 3.0368 0.4879 1.0234
C 4.8679 -1.4570 1.8566
C -3.3355 -1.2347 -1.8922
C -0.5155 -0.9030 3.6978
C -2.5991 -0.1987 -1.0595
C 2.9450 -0.8478 0.6209
C 3.8255 -1.8281 1.0167
C 5.0083 -0.1438 2.2773
C -1.5730 0.9200 -2.9356
C 4.1077 0.8216 1.8603
C -0.1207 -1.1060 2.3741
C -2.5918 1.1626 -1.7699
C -2.1769 2.2742 -0.8214
C -0.8597 0.4320 3.7707
C -1.1959 -0.5359 -2.7131
C -0.3279 1.8237 -2.8906
C -2.3414 -1.4773 -3.0559
H -2.7580 -1.2401 -4.0324
H -3.5080 -2.1428 -1.3186
H -0.2178 -0.8211 -3.0888
H -1.2375 1.0211 4.5892
H -2.0485 1.0838 -3.8989
H 5.8205 0.1401 2.9316
H -1.9987 -2.5097 -3.0741
H -3.5701 1.4184 -2.1686
H -4.2990 -0.8544 -2.2246
H -0.9105 1.8741 2.1962
H -2.8340 -0.1775 0.0000
H 0.2139 -2.0136 1.9021
H 3.7123 -2.8492 0.6804
H 5.5789 -2.2024 2.1844

Entry 10:
43
Properties=species:S:1:pos:R:3 method="wB97M-V/def2-TZVPD" lumo_ha="-0.094 / -0.236" multiplicity=6 charge=+1 gap_ha="0.327 / 0.202" energy_ha=-2862.130084 e_homo_ev="-11.4 / -11.9" s_squared=8.784 de_lowest_ev=0.891
Ir -0.0763 -0.0395 0.7762
I -0.1046 4.5524 -3.2977
Cl 0.4721 -0.2627 3.2246
Cl 5.0753 1.8184 1.2665
S 2.3721 0.4461 0.6795
O -4.1793 -1.4176 0.2709
O -0.4372 -2.2616 0.9159
O -1.9452 -3.9083 0.7860
O -2.4066 -0.0626 0.4490
O -0.3678 -0.6906 -1.5754
N -0.4611 2.1052 0.1548
N -1.7068 2.5829 0.0803
C 2.8655 0.6721 2.3164
C 2.0947 0.2897 3.4314
C 4.1476 1.2184 2.5686
C -1.4252 -1.0350 -3.6033
C 4.6488 1.2856 3.8592
C 2.6036 0.3459 4.7143
C -1.2822 -2.9961 0.3893
C -0.2404 -2.0893 -1.8338
C 3.8911 0.8260 4.9226
C 0.2204 2.6506 -0.8450
C -0.6189 3.4901 -1.5801
C -1.8549 3.4179 -0.9534
C -0.4048 -2.1600 -3.3620
C -2.5088 -1.5828 -1.4497
C -3.1211 -0.9539 -0.0326
C -1.5135 -2.6816 -1.2187
C -1.6570 -0.5291 -2.1656
H -2.3486 -1.3773 -4.0663
H 0.7021 -2.4645 -1.4419
H -2.4135 2.2546 0.7251
H 5.6318 1.6995 4.0159
H 0.5467 -1.9508 -3.8494
H -3.4080 -1.8910 -1.9792
H 4.2935 0.8514 5.9223
H -0.7469 -3.1391 -3.6892
H -1.9980 0.4989 -2.0608
H 1.2632 2.4488 -0.9890
H -2.7785 3.9091 -1.1866
H -1.8154 -3.6464 -1.6206
H -1.0029 -0.2382 -4.2093
H 1.9949 0.0143 5.5408

Entry 11:
45
Properties=species:S:1:pos:R:3 method="wB97M-V/def2-TZVPD" lumo_ha="-0.304 / -0.300" charge=+2 gap_ha="0.217 / 0.223" energy_ha=-4816.466801 e_homo_ev="-14.2 / -14.2"
Ru -0.0133 -0.6364 0.3661
Cl 2.1611 -1.0135 2.7475
Cl 2.1753 3.2216 1.7391
Cl 3.1983 -3.9742 3.6203
Cl 1.7297 -0.9198 -1.6479
Cl -0.9471 -2.8784 -0.8600
Cl 6.3489 1.8769 -1.3877
Cl 2.0210 -6.4424 2.1000
Cl -0.0999 -6.0212 -0.1990
F -0.9288 -1.2770 3.0282
F -2.1617 0.1845 2.0098
O 0.8598 0.9672 0.4581
N -1.5488 0.8176 -0.7288
N -3.8293 2.4854 -1.3919
C 1.6310 -2.4844 2.0349
C 4.0060 0.5599 -1.4185
C 0.7197 -2.3299 1.0121
C 2.8857 2.2108 0.5415
C 2.1465 1.1582 0.0132
C -3.6235 1.1586 -2.0699
C 0.2181 -3.4105 0.3465
C 4.7344 1.6030 -0.8607
C -1.7749 2.1245 -0.0769
C 1.5177 -4.8716 1.6846
C 2.0557 -3.7633 2.3789
C 2.7151 0.3668 -0.9676
C -2.5123 3.0935 -0.9841
C 0.5756 -4.7087 0.6529
C 4.1834 2.4311 0.1076
C -1.4098 -0.9355 1.8301
C -2.8307 0.2350 -1.1551
H -0.8143 2.5526 0.2058
H -4.6017 0.7443 -2.3083
H -0.9743 0.9860 -1.5546
H -2.0643 -1.7320 1.4444
H -1.9751 3.3001 -1.9105
H -4.4158 2.3613 -0.5622
H -2.3396 1.9542 0.8385
H -3.0949 1.3720 -2.9997
H 4.7615 3.2424 0.5264
H -2.6578 -0.7045 -1.6785
H 4.4372 -0.0717 -2.1816
H -2.7197 4.0355 -0.4793
H -3.4067 0.0111 -0.2534
H -4.3377 3.1209 -2.0102